# 1
11
Properties=species:S:1:pos:R:3 method="wB97M-V/def2-TZVPD" lumo_ev=-0.06 e_above_lowest_kcal_mol=54.35 e_homo_ev=-11.826
C 0.02020 1.50958 -1.93319
C 0.35517 0.27091 1.96341
C 0.21420 -1.95822 -0.27179
C -0.61263 0.21686 -0.11742
N 0.64631 1.58057 -2.87628
N 0.02114 0.25020 3.06240
N 0.67622 -2.86257 0.23935
O -0.75528 1.35074 -0.91864
O 0.68427 0.42373 0.77037
O -0.44306 -0.90312 -0.82505
F -1.61996 0.08191 0.69847



# 2
14
Properties=species:S:1:pos:R:3 method="wB97M-V/def2-TZVPD" lumo_ev=1.07 e_above_lowest_kcal_mol=35.33 e_homo_ev=-10.148
C -0.51049 3.23548 -0.57649
C -0.69956 1.77039 -0.99578
H 0.41714 3.42251 -0.04043
H -0.49595 3.82696 -1.49141
H -1.32108 3.60006 0.04341
H 0.30956 1.38676 -1.17698
H -1.20709 1.74508 -1.95535
H -1.18773 1.13521 -0.27054
C 1.28426 -3.03644 1.45271
C 0.33835 -3.58079 0.68799
H 1.69080 -2.06843 1.24377
H 1.59080 -3.73353 2.21447
H 0.07183 -4.57459 0.93645
H -0.28085 -3.12868 -0.07182



# 3
14
Properties=species:S:1:pos:R:3 method="wB97M-V/def2-TZVPD" lumo_ev=0.98 e_above_lowest_kcal_mol=36.72 e_homo_ev=-9.326
C 0.13623 -4.20430 -1.89753
H 1.13012 -4.61281 -1.79370
H -0.46494 -4.91472 -2.47989
H -0.45384 -4.11205 -0.98945
H 0.10691 -3.28764 -2.47796
C 0.53293 1.88485 0.13208
C 0.23346 2.69027 1.36667
C -0.95651 2.75141 1.96938
H 0.57556 0.84211 0.44743
H 1.44307 2.23682 -0.33947
H -0.39793 1.93413 -0.43737
H 1.02177 3.00771 2.03825
H -1.00347 3.00326 3.02248
H -1.90336 2.78095 1.43907



# 4
14
Properties=species:S:1:pos:R:3 method="wB97M-V/def2-TZVPD" lumo_ev=1.16 e_above_lowest_kcal_mol=39.45 e_homo_ev=-10.189
C -2.06655 0.02597 -0.96842
C -1.69420 -1.39173 -0.47183
H -1.88752 0.08917 -2.03863
H -1.32925 0.68540 -0.49200
H -3.04799 0.39098 -0.68811
H -1.41024 -1.66640 0.54556
H -2.61740 -1.94107 -0.68728
H -0.94016 -1.92357 -1.05058
C 2.47767 0.55147 0.40826
C 2.42546 1.31879 1.48929
H 2.33442 0.89377 -0.60454
H 2.95641 -0.40652 0.58755
H 1.98350 2.31415 1.50761
H 2.81584 1.05958 2.46312